A molecular structure, C21H20BrN4O2Pt. Source: the Open Molecules 2025 dataset; level of theory: ωB97M-V/def2-TZVPD.

```
! wB97M-V def2-TZVPD RIJCOSX def2/J DEFGRID3
* xyz 3 5
Pt -0.682 -0.376 0.820
O 0.863 -4.076 1.725
C 1.374 -4.567 0.645
C 2.192 -5.735 0.773
C 2.679 -6.339 -0.349
C 2.371 -5.806 -1.612
C 1.584 -4.631 -1.744
C 1.108 -3.981 -0.646
C 0.293 -2.703 -0.774
O -0.478 -2.434 0.329
N 1.223 -1.546 -1.014
N 0.680 -0.359 -0.811
C 1.157 0.721 -1.404
C 0.521 1.970 -1.332
Br -1.180 2.027 -0.511
C 1.132 3.070 -1.953
C 0.807 4.419 -2.113
C 1.748 5.185 -2.885
C 1.548 6.514 -3.127
C 0.408 7.135 -2.602
C -0.530 6.419 -1.832
C -0.344 5.091 -1.587
H 0.230 -3.337 1.465
H 2.370 -6.118 1.770
H 3.283 -7.234 -0.274
H 2.734 -6.297 -2.505
H 1.360 -4.268 -2.740
H -0.332 -2.779 -1.675
H 1.912 -1.625 -1.758
H 2.058 0.641 -2.006
H 2.079 2.793 -2.409
H 2.626 4.689 -3.280
H 2.256 7.083 -3.713
H 0.243 8.189 -2.789
H -1.395 6.932 -1.437
H -1.068 4.564 -0.989
N -3.745 -0.573 1.302
C -3.140 -0.377 2.509
C -3.877 -0.179 3.684
C -3.218 0.038 4.865
C -1.814 0.059 4.892
C -1.144 -0.121 3.722
N -1.790 -0.322 2.533
H -4.750 -0.663 1.304
H -3.284 -1.165 0.626
H -4.957 -0.220 3.641
H -3.781 0.182 5.778
H -1.268 0.217 5.810
H -0.064 -0.104 3.677
*
```

The value obtained for the HOMO-LUMO gap (alpha / beta) is 6.85 / 4.85 eV. The HOMO energy (alpha / beta) is -16.686 / -16.630 eV. The energy relative to the best compared isomer or geometry (same formula, charge and spin) comes out at 0.00 kJ/mol. The lowest unoccupied orbital energy (alpha / beta) comes out at -9.84 / -11.78 eV. Its expectation value of S² is 6.14.

Results of the Mulliken charge analysis, in e, for atoms 1 through 4:
1. Pt 0.58
2. O -0.51
3. C 0.58
4. C -0.53